# 1
Computed, not measured: C30H40Br2FeN8O2S2 as an isolated structure, with ωB97M-V with the def2-TZVPD basis set.

Calculated values
Total charge: +3
HOMO level (spin up / spin down): -15.311 / -15.306 eV
Spin multiplicity: 6
Calculated total energy: -243898.3116 eV
Energy relative to the best compared isomer or geometry (same formula, charge and spin): 10.6 kcal/mol

Last column: Mulliken charge in e.
Element x y z (Å)
Fe: -0.40335 -1.77993 0.63806  0.29
N: 0.87471 -3.65833 0.28972  -0.48
C: 1.65594 -3.45749 -0.94362  0.55
C: 2.87573 -4.36212 -1.12751  -1.27
C: 3.92724 -4.38473 -0.01254  -0.22
C: 4.80020 -3.12853 0.11483  -1.29
N: 5.37854 -2.67547 -1.14781  0.05
C: 6.53227 -3.07695 -1.66953  0.86
N: 6.88825 -2.64788 -2.88129  -0.38
N: 7.34598 -3.90125 -1.00986  -0.33
C: 1.89428 -1.96233 -1.09555  0.24
O: 2.80266 -1.50840 -1.75732  -0.72
O: 0.98559 -1.21299 -0.50865  -0.12
H: 1.48602 -3.79638 1.08932  0.10
H: 0.29045 -4.48550 0.21599  0.35
H: 0.97785 -3.68558 -1.77107  0.29
H: 3.34541 -4.09442 -2.07404  0.41
H: 2.50287 -5.37972 -1.25807  0.47
H: 4.57828 -5.24225 -0.19629  0.37
H: 3.46484 -4.57906 0.96051  0.38
H: 5.60143 -3.30483 0.83180  0.32
H: 4.23147 -2.28686 0.50734  0.28
H: 4.73872 -2.14921 -1.73560  0.28
H: 6.31117 -1.99800 -3.38696  0.19
H: 7.77342 -2.89737 -3.28893  0.20
H: 7.12682 -4.23002 -0.08754  0.17
H: 8.25184 -4.13931 -1.37774  0.21
S: -0.26087 0.37946 1.97885  -0.24
C: -1.07721 1.70752 1.31379  0.30
N: -1.16029 2.87233 1.87655  0.20
C: -1.96371 3.93441 1.23715  -0.75
C: -1.76389 3.88941 -0.24771  -0.63
N: -2.03931 2.52749 -0.74537  0.27
C: -2.63536 2.45649 -2.10547  -1.54
C: -4.08344 2.87322 -2.07532  0.89
C: -4.46601 4.05487 -2.69657  -0.32
C: -5.79914 4.44736 -2.68930  -0.66
C: -6.74661 3.66317 -2.05412  -0.46
C: -6.36757 2.48056 -1.42845  -0.77
C: -5.03954 2.08384 -1.44109  -0.12
C: -1.74726 1.49830 -0.01850  0.41
S: -2.06847 -0.10993 -0.44281  -0.29
C: -0.56604 3.21182 3.19884  -1.20
C: 0.42833 4.33318 3.04690  0.54
C: 0.18901 5.56556 3.64005  -0.30
C: 1.11513 6.59328 3.50468  -0.64
C: 2.27183 6.38953 2.77113  -0.44
C: 2.51050 5.15836 2.16922  -0.74
C: 1.59175 4.13040 2.30932  -0.16
H: -1.62814 4.89133 1.62999  0.49
H: -3.01174 3.78805 1.50617  0.31
H: -0.74630 4.16519 -0.53153  0.31
H: -2.46186 4.56712 -0.73492  0.50
H: -2.49676 1.44686 -2.48261  0.52
H: -2.05944 3.14440 -2.72435  0.45
H: -3.72767 4.66936 -3.20262  0.40
H: -6.09426 5.36145 -3.18718  0.41
H: -7.78450 3.96870 -2.04865  0.41
H: -7.11155 1.86260 -0.94325  0.43
H: -4.75387 1.15109 -0.96346  0.29
H: -0.10442 2.31660 3.60215  0.41
H: -1.38921 3.50322 3.85202  0.40
H: -0.71253 5.72509 4.22244  0.41
H: 0.93089 7.55052 3.97549  0.41
H: 2.99519 7.18851 2.67258  0.41
H: 3.41870 5.00056 1.60150  0.42
H: 1.78790 3.16274 1.85421  0.44
Br: -0.79081 -2.85603 3.16400  0.06
C: 0.84100 -2.31787 4.07730  -0.58
Br: 2.27880 -2.00304 2.84314  0.00
H: 1.10689 -3.13357 4.73471  0.51
H: 0.62509 -1.40334 4.61164  0.43
N: -1.20242 -2.31202 -2.44087  -0.18
C: -2.06922 -2.98597 -1.63536  0.93
C: -3.11877 -3.72359 -2.20870  -1.16
C: -3.95685 -4.44542 -1.40594  -0.37
C: -3.76242 -4.44336 -0.01765  -0.87
C: -2.73888 -3.70016 0.47791  -0.63
N: -1.88771 -2.96382 -0.29679  0.96
H: -1.42277 -2.22680 -3.41818  0.23
H: -0.53856 -1.65459 -2.06709  0.12
H: -3.24390 -3.71145 -3.28408  0.46
H: -4.76548 -5.01714 -1.84368  0.45
H: -4.39877 -5.00885 0.64783  0.51
H: -2.56606 -3.67204 1.54444  0.16



# 2
Computed, not measured: C45H95F2N6O9PtS2 as an isolated structure, with ωB97M-V with the def2-TZVPD basis set.

Calculated values
Total charge: +1
HOMO level (spin up / spin down): -9.255 / -9.255 eV
Spin multiplicity: 3
Calculated total energy: -105906.9358 eV
Energy relative to the best compared isomer or geometry (same formula, charge and spin): 0.0 kcal/mol

Last column: Mulliken charge in e.
Element x y z (Å)
Pt: 0.43826 -3.30935 -1.68933  1.00
N: 0.08671 -1.52465 -0.81545  0.18
S: -0.84108 -0.79592 0.19304  0.39
O: -2.14478 -0.32122 -0.21401  -0.33
O: -0.15131 -0.11170 1.23617  -0.39
F: -1.32177 -2.22513 0.87802  -0.38
S: 0.73345 -0.03486 -1.40121  0.66
O: 2.00017 0.25518 -0.84636  -0.43
O: -0.10108 1.10379 -1.69703  -0.42
F: 1.09480 -0.61274 -2.83523  -0.29
C: -5.23014 0.65734 0.82955  -1.89
C: -5.85498 0.85238 2.25566  1.99
C: -7.08058 -0.04380 2.45146  -1.39
C: -6.77965 -1.53297 2.72557  -0.70
C: -5.90322 -1.54867 4.00541  -1.37
C: -4.56637 -0.81877 3.76920  1.63
N: -4.91130 0.54408 3.34285  0.58
O: -3.92459 1.44958 3.46879  -0.28
C: -3.89981 -0.78926 5.14984  -2.11
C: -3.62081 -1.49335 2.76781  -1.60
C: -6.23036 2.34511 2.29487  -1.99
H: -5.18510 -0.41155 0.63328  0.18
H: -4.23850 1.10568 0.80256  0.52
H: -5.85224 1.12484 0.07045  0.50
H: -7.81936 0.26575 3.19844  0.48
H: -7.82886 -0.14388 1.65452  0.40
H: -6.49447 -2.12578 1.85722  0.31
H: -7.69766 -2.02998 3.05129  0.47
H: -5.76309 -2.57624 4.34426  0.52
H: -6.51196 -1.11416 4.79909  0.39
H: -2.90748 -0.34106 5.13898  0.36
H: -4.56934 -0.37062 5.89978  0.52
H: -3.75185 -1.83238 5.43199  0.46
H: -3.50307 -2.55240 2.98068  0.55
H: -4.02966 -1.51413 1.75486  0.25
H: -2.75786 -0.83839 2.65959  0.34
H: -5.54511 2.99577 1.75111  0.44
H: -6.34424 2.70375 3.31916  0.52
H: -7.14377 2.41609 1.70546  0.46
H: -4.34497 2.29205 3.72180  0.41
C: 1.76846 -3.31978 7.92993  -1.87
C: 1.84003 -2.56739 6.57468  1.46
C: 0.83897 -3.27557 5.63644  -1.38
C: 0.60741 -2.56192 4.34923  -0.66
C: 0.21756 -1.11671 4.62123  0.31
C: 1.04536 -0.30366 5.60376  2.34
N: 1.40533 -1.17053 6.72907  0.32
O: 2.21025 -0.52562 7.68827  -0.49
C: 2.29902 0.32079 4.94899  -1.86
C: 0.19695 0.91019 6.05921  -2.35
C: 3.23852 -2.73902 6.05413  -1.51
H: 2.19296 -2.85832 8.82007  0.36
H: 2.29096 -4.27664 7.86591  0.39
H: 0.71807 -3.55545 8.11876  0.41
H: 1.17069 -4.30274 5.45689  0.44
H: -0.13534 -3.37155 6.12878  0.36
H: -0.23947 -2.98319 3.80286  0.44
H: 1.50094 -2.58056 3.71864  0.29
H: -0.86168 -1.01679 4.78084  -0.75
H: 0.28913 -0.69441 3.60897  -0.12
H: 1.97504 1.18472 4.36367  0.52
H: 2.99413 0.76160 5.66419  0.45
H: 2.86120 -0.35533 4.30826  0.25
H: 0.86270 1.60785 6.57691  0.54
H: -0.11251 1.51160 5.20427  0.31
H: -0.60879 0.61689 6.73190  0.49
H: 3.32353 -2.20341 5.09823  0.23
H: 3.66758 -3.70713 5.79168  0.37
H: 4.00923 -2.24471 6.65249  0.39
H: 1.58864 -0.12404 8.30488  0.37
C: -3.04345 4.07080 -5.29523  -2.03
C: -1.85906 3.71420 -6.19604  1.59
C: -1.54411 4.95334 -7.05927  -1.00
C: -0.17283 4.75118 -7.69812  -0.79
C: 0.95478 4.39543 -6.75587  -1.30
C: 0.60172 3.20584 -5.81074  1.89
N: -0.78129 3.32232 -5.29489  -0.20
O: -1.11414 2.24270 -4.46615  0.26
C: 0.89457 1.90237 -6.56895  -1.51
C: 1.54337 3.33377 -4.62481  -1.83
C: -2.33778 2.58343 -7.14458  -1.27
H: -2.77636 4.61637 -4.39002  0.43
H: -3.60959 3.20397 -4.92603  0.34
H: -3.87529 4.52361 -5.84306  0.46
H: -2.26311 5.10595 -7.86324  0.37
H: -1.52827 5.87552 -6.47350  0.41
H: 0.09738 5.65412 -8.25584  0.40
H: -0.22537 3.99586 -8.48829  0.30
H: 1.32449 5.24361 -6.17635  0.46
H: 1.77625 4.14871 -7.43281  0.38
H: 0.67634 1.72885 -7.62452  0.28
H: 1.94992 1.64428 -6.44529  0.51
H: 0.38198 1.05863 -6.08958  0.06
H: 2.57468 3.23832 -4.96822  0.46
H: 1.40873 4.21795 -3.99814  0.46
H: 1.44913 2.57106 -3.84130  0.12
H: -1.82751 2.46808 -8.10342  0.29
H: -3.41541 2.55242 -7.31187  0.47
H: -2.13367 1.59833 -6.70487  -0.11
H: -1.28900 2.70185 -3.63649  0.20
C: -3.11792 -2.04960 -3.03840  -1.55
C: -2.46628 -3.41210 -3.25384  1.76
C: -3.31001 -4.14388 -4.32283  -1.66
C: -3.04071 -3.73987 -5.74739  -0.51
C: -1.56754 -3.66994 -6.05671  -1.59
C: -0.81526 -2.69478 -5.11129  1.19
N: -1.07875 -3.21431 -3.73443  1.38
O: -0.28639 -4.42943 -3.64081  -0.50
C: 0.66415 -2.63928 -5.47291  -1.91
C: -1.31986 -1.25117 -5.36955  -1.43
C: -2.50492 -4.24535 -1.97176  -1.99
H: -3.80025 -1.97314 -2.18435  0.45
H: -3.70337 -1.72469 -3.89152  0.44
H: -2.41330 -1.29210 -2.68347  -0.04
H: -3.33961 -5.23785 -4.22707  0.49
H: -4.35832 -3.93028 -4.08820  0.36
H: -3.59447 -2.81568 -5.93992  0.32
H: -3.50375 -4.43942 -6.44868  0.50
H: -1.37606 -3.55203 -7.12496  0.44
H: -1.14161 -4.67566 -5.92820  0.36
H: 0.73500 -2.39090 -6.53231  0.43
H: 1.14508 -1.80326 -4.95954  0.19
H: 1.28774 -3.51389 -5.29851  0.40
H: -2.38845 -1.11595 -5.24079  0.27
H: -0.81522 -0.55404 -4.69992  0.05
H: -1.16278 -0.93190 -6.39997  0.61
H: -1.94895 -3.69439 -1.20301  0.29
H: -2.31827 -5.30854 -2.11039  0.29
H: -3.47814 -4.25298 -1.46844  0.49
H: -0.87034 -5.11236 -4.01556  0.36
C: 8.25137 2.48185 1.28795  -1.84
C: 7.51814 1.11618 1.40461  1.73
C: 7.73725 0.46741 2.77519  -1.16
C: 6.86153 0.99916 3.92021  -1.01
C: 5.39110 0.98737 3.48822  -0.90
C: 5.12571 1.71910 2.15272  1.75
N: 6.07884 1.30440 1.13655  0.21
O: 5.81988 1.95705 -0.09287  -0.38
C: 3.69514 1.25510 1.76770  -2.24
C: 4.97840 3.24708 2.44849  -1.76
C: 8.15952 0.24554 0.32329  -1.93
H: 9.31338 2.30680 1.46604  0.47
H: 7.89020 3.16148 2.06196  0.34
H: 8.15477 2.84462 0.26672  0.47
H: 7.65583 -0.61779 2.68430  0.39
H: 8.75250 0.63760 3.14427  0.43
H: 7.12464 2.01062 4.24019  0.40
H: 6.98908 0.38040 4.80970  0.40
H: 4.72889 1.45491 4.21641  0.27
H: 5.10096 -0.06085 3.38641  0.34
H: 3.42011 1.60725 0.76964  0.66
H: 3.61330 0.16949 1.79542  0.37
H: 2.88399 1.73757 2.31619  0.25
H: 5.04237 3.81263 1.51794  0.33
H: 4.17394 3.53553 3.11494  0.44
H: 5.91639 3.49795 2.96107  0.44
H: 8.15764 0.65997 -0.67910  0.34
H: 7.63273 -0.71417 0.37940  0.46
H: 9.16095 -0.05127 0.64266  0.39
H: 6.06513 2.87533 0.10872  0.36



# 3
Computed, not measured: H9O4 as an isolated structure, with ωB97M-V with the def2-TZVPD basis set.

Calculated values
Total charge: +1
HOMO level: -14.410 eV
Calculated total energy: -8328.4565 eV
Energy relative to the best compared isomer or geometry (same formula, charge and spin): 38.5 kcal/mol

Last column: Mulliken charge in e.
Element x y z (Å)
O: -0.27233 -0.97884 -0.19795  -0.59
H: 0.28754 -0.19613 -0.06300  0.44
H: -1.27083 -0.46233 -0.49738  0.50
H: 0.35305 -1.45046 -0.76413  0.43
O: 0.49938 0.55658 -1.96338  -0.63
H: 0.79709 1.38622 -2.34754  0.31
H: -0.15749 0.11185 -2.50752  0.33
O: -2.52376 -0.25423 -0.48588  -0.56
H: -3.03602 -0.24948 0.33538  0.37
H: -2.90527 0.44898 -1.03477  0.39
O: 2.41167 0.61895 2.66157  -0.64
H: 2.41481 1.02370 3.54201  0.33
H: 2.57671 -0.28866 2.93796  0.32